[1]
Density functional theory data (ωB97M-V with the def2-TZVPD basis set) for a molecular structure, C18H17IrN3O9S2.

Positions of all 50 atoms, in Å:
Ir -0.76841 0.49892 0.07530
O -3.04443 1.09949 -0.27496
C -3.49390 2.06341 0.67904
C -2.53849 3.23386 0.61896
N -1.18884 2.75159 0.92390
C -0.13045 3.45411 0.18224
C -0.07757 2.99696 -1.27795
O 0.23838 3.74777 -2.16252
O -0.44707 1.74444 -1.47925
C -0.92774 2.70539 2.36004
C 0.18488 1.70539 2.64004
O 0.67664 1.60867 3.74046
O 0.57370 1.03620 1.59151
H -2.95768 1.54825 -1.13170
H -3.46474 1.55714 1.64297
H -4.51967 2.37301 0.47305
H -2.84490 4.02981 1.30634
H -2.53659 3.65945 -0.38796
H 0.82649 3.19663 0.63494
H -0.25974 4.53784 0.22230
H -1.82572 2.39484 2.89358
H -0.61865 3.67978 2.75011
O -1.59152 -0.40098 1.69472
N -1.75398 -1.73787 1.64246
C -1.82083 -2.41009 2.80767
C -2.08726 -3.74925 2.79494
C -2.26714 -4.39105 1.56285
C -2.15564 -3.68458 0.39270
C -1.89027 -2.30711 0.42924
S -1.66798 -1.36112 -0.99386
H -1.65324 -1.80788 3.68764
H -2.14197 -4.28651 3.72923
H -2.47621 -5.45154 1.53167
H -2.24925 -4.15841 -0.57376
O 1.26167 -2.50646 -4.29757
S 1.65858 -1.22290 -3.79979
O 1.77419 -0.12240 -4.70606
N 0.68420 -0.80457 -2.52711
C 1.37485 -0.72892 -1.44551
O 0.93263 -0.45082 -0.25382
C 2.83132 -1.02719 -1.53897
C 3.79471 -1.00395 -0.54792
C 5.09524 -1.33243 -0.91161
C 5.40692 -1.67511 -2.22485
C 4.43139 -1.69349 -3.21623
C 3.14747 -1.36176 -2.84007
H 3.52995 -0.73791 0.46683
H 5.87901 -1.32276 -0.16573
H 6.42733 -1.93004 -2.47971
H 4.67035 -1.95583 -4.23781

Lowest unoccupied orbital energy (alpha / beta): -0.8 / -2.0 eV
ΔE to the lowest compared entry with this formula, charge and spin: 205.7 kJ/mol
Multiplicity: 2
Frontier orbital gap (alpha / beta): 7.776 / 6.861 eV
E_HOMO (alpha / beta): -8.6 / -8.8 eV

Charge distribution, natural (NBO) scheme, values in e: 1.4954, -0.6834, -0.0830, -0.2570, -0.4165, -0.3612, 0.7635, -0.5781, -0.7232, -0.3539, 0.7723, -0.6061, -0.7041, 0.5038, 0.2038, 0.1978, 0.2124, 0.2180, 0.2559, 0.2191, 0.2260, 0.2220, -0.5674, 0.0022, 0.0516, -0.2587, -0.1452, -0.2244, 0.0270, 0.1430, 0.2487, 0.2407, 0.2337, 0.2480, -0.9272, 2.2951, -0.9122, -0.7635, 0.6053, -0.5925, -0.1537, -0.1621, -0.2025, -0.1896, -0.2093, -0.2237, 0.2406, 0.2193, 0.2192, 0.2342

=====

[2]
Density functional theory data (ωB97M-V with the def2-TZVPD basis set) for a molecular structure, C18H18BN3PSn in a non-equilibrium geometry.

Positions of all 42 atoms, in Å:
Sn -1.55470 1.64619 1.28689
N 0.79515 -0.72593 1.06103
P 0.41609 0.47087 -0.12161
C 0.46552 -0.40792 -1.66059
C -0.26954 -1.60947 -1.73157
C -0.26124 -2.40771 -2.86632
C 0.53012 -2.06954 -3.94475
C 1.22231 -0.89153 -3.91429
C 1.25670 -0.05805 -2.78781
C 1.87784 1.50945 -0.14688
C 1.69360 2.86924 -0.38099
C 2.79080 3.75303 -0.32430
C 4.03060 3.24148 0.11895
C 4.24178 1.87820 0.19908
C 3.18507 0.99646 -0.00469
C -0.03119 -1.07442 2.10272
C 0.30284 -2.23097 2.86274
C -0.60044 -2.58366 3.84911
C -1.75921 -1.85867 4.11614
C -1.98558 -0.71819 3.37834
N -1.09796 -0.34337 2.38413
H 1.51119 -1.44572 0.86474
H -0.83986 -1.91422 -0.86789
H -0.80170 -3.35465 -2.86965
H 0.63108 -2.65543 -4.88847
H 1.84060 -0.69982 -4.76407
H 1.91971 0.77988 -2.77264
H 0.66504 3.26828 -0.58678
H 2.62132 4.80174 -0.46640
H 4.79587 3.93547 0.43557
H 5.20216 1.48741 0.54603
H 3.40404 -0.04660 0.08243
H 1.23244 -2.79035 2.68938
H -0.50304 -3.52937 4.39485
H -2.44959 -2.20836 4.88619
H -2.86487 -0.08381 3.50215
B -5.65166 0.87701 -0.85705
C -4.37028 0.87303 -0.13909
N -3.39164 0.89183 0.52062
H -6.58696 1.28317 -0.13943
H -5.95550 -0.29559 -1.06297
H -5.65692 1.44062 -1.98287

Lowest unoccupied orbital energy: -3.7 eV
Net charge: +1
Frontier orbital gap: 8.101 eV
E_HOMO: -11.8 eV

Charge distribution, natural (NBO) scheme, values in e: 1.2026, -0.8840, 1.0962, -0.3622, -0.2037, -0.1965, -0.1626, -0.2000, -0.1879, -0.3341, -0.2185, -0.1903, -0.1649, -0.1996, -0.2032, 0.4208, -0.2714, -0.1024, -0.2672, 0.0755, -0.6129, 0.4314, 0.2148, 0.2360, 0.2408, 0.2295, 0.2308, 0.2217, 0.2360, 0.2351, 0.2369, 0.2158, 0.2432, 0.2440, 0.2561, 0.2300, -0.6893, 0.5493, -0.8449, 0.0864, 0.0846, 0.0784

=====

[3]
Density functional theory data (ωB97M-V with the def2-TZVPD basis set) for 2 unconnected molecules or ions with the total composition C18H18ClF12N4O8PS2 in a non-equilibrium geometry.

Positions of all 64 atoms, in Å:
N -4.13051 -1.06519 -2.27538
C -2.72161 -0.76525 -2.69102
C -1.84705 -0.89756 -1.40730
C -0.29271 -0.64869 -1.51793
S -0.11658 1.13156 -1.89386
O 1.23052 1.69391 -1.88398
O -0.45559 1.26516 -3.32531
C -1.22011 2.40738 -1.15047
F -0.86072 3.57253 -1.76873
F -2.51710 2.23662 -1.57408
C -1.27288 2.75771 0.36310
F -2.33674 3.64940 0.45085
F -1.65938 1.76797 1.22177
C -0.07774 3.54212 1.03182
F 1.13289 3.43288 0.45084
F -0.37886 4.88697 1.02899
C 0.13839 3.20168 2.57397
F 1.11849 4.08034 2.98188
F -0.93319 3.47702 3.32771
F 0.64274 1.98178 2.77671
N 0.15471 -1.36104 -2.75087
C -0.17191 -2.74164 -2.52138
O -0.69462 -3.46758 -3.29550
C 0.39930 -2.95263 -1.07117
Cl 1.82568 -4.02604 -1.45771
C -0.56142 -3.93779 -0.31006
O 0.17558 -4.88324 0.51920
C -0.24319 -6.15433 0.31816
F -1.58343 -6.32133 0.48868
F 0.15189 -6.68268 -0.86622
F 0.34514 -6.92034 1.27886
C 0.68450 -1.46390 -0.51120
C 0.30791 -1.63584 0.98330
C 1.18294 -2.34770 1.91357
C 0.77996 -2.45004 3.27526
N -0.33349 -1.98822 3.87150
C -1.18543 -1.37713 3.03665
C -0.88454 -1.20780 1.64302
P 2.50917 -0.90537 -0.53650
O 3.10135 -0.57148 -2.02189
O 3.57098 -2.04501 -0.00076
S 2.67590 0.54989 0.74465
H -4.77165 -0.54914 -2.87678
H -4.30452 -2.05476 -2.44230
H -2.46784 -1.55200 -3.44907
H -2.75094 0.23717 -3.15765
H -2.25286 -0.10183 -0.72195
H -2.12325 -1.85246 -0.89495
H -0.30754 -1.16409 -3.63765
H -1.01857 -4.58951 -1.10385
H -1.42695 -3.49210 0.21888
H 2.12676 -2.83715 1.62972
H 1.47463 -2.98521 3.95999
H -2.13856 -1.00343 3.46356
H -1.68588 -0.71767 1.06664
H 2.42954 -0.38597 -2.70023
H 4.44105 -1.95122 -0.42919
C 2.34772 6.36778 1.54679
N 3.22787 7.53973 1.80405
O 4.28897 7.58622 1.21217
O 2.81886 8.36990 2.59245
H 2.83618 5.71517 0.82923
H 2.19882 5.85870 2.49138
H 1.40894 6.74477 1.14958

Lowest unoccupied orbital energy: -1.0 eV
SMILES: NCC[C@]1(S(=O)(=O)C(F)(F)C(F)(F)C(F)(F)C(F)(F)F)NC(=O)[C@](Cl)(COC(F)(F)F)[C@@]1(c1ccncc1)P(O)(O)=S.C[N+](=O)[O-]
Frontier orbital gap: 8.013 eV
E_HOMO: -9.0 eV

Charge distribution, natural (NBO) scheme, values in e: -0.8394, -0.2490, -0.4815, -0.0880, 2.0013, -0.8567, -0.9125, 0.4355, -0.2752, -0.2965, 0.5763, -0.2976, -0.3016, 0.5726, -0.2771, -0.3035, 0.9341, -0.3275, -0.2914, -0.2829, -0.7044, 0.7041, -0.5203, -0.1246, 0.0403, -0.1348, -0.5093, 1.1675, -0.3256, -0.3176, -0.3166, -0.3090, -0.0183, -0.2489, 0.0399, -0.3937, 0.0433, -0.2936, 1.8354, -0.9761, -0.9919, -0.5633, 0.3714, 0.3585, 0.1919, 0.2351, 0.2355, 0.2532, 0.4303, 0.2327, 0.2282, 0.2573, 0.2034, 0.2098, 0.2158, 0.5318, 0.5272, -0.4899, 0.5326, -0.3740, -0.3818, 0.2322, 0.2427, 0.2345

=====

[4]
Density functional theory data (ωB97M-V with the def2-TZVPD basis set) for a molecular structure, C18H18ClFeO7.

Positions of all 45 atoms, in Å:
Fe -0.01720 0.45202 -0.54216
O -4.78028 -1.15310 -4.15207
C -3.86079 -0.83743 -3.41826
C -3.48326 -1.51246 -2.11796
O -4.05984 -2.46439 -1.60632
C -2.32349 -0.78486 -1.61811
C -1.97851 0.27138 -2.51238
O -0.99187 1.04359 -2.28480
C -2.89639 0.28743 -3.65039
O -2.90937 1.04489 -4.61498
O -1.66461 -1.00531 -0.55260
C 1.16766 -2.94923 -0.73232
C 1.68877 -1.78707 -1.59116
C 0.92724 -1.77167 -2.92237
C 3.18502 -1.98419 -1.86858
O 1.53361 -0.58450 -0.90999
H 1.25830 -3.91098 -1.24814
H 0.11514 -2.77258 -0.49936
H 1.73084 -3.00140 0.20356
H 1.09198 -2.68885 -3.49667
H 1.24636 -0.91421 -3.51836
H -0.14168 -1.67002 -2.73749
H 3.38023 -2.92401 -2.39557
H 3.73377 -1.98705 -0.92378
H 3.55428 -1.15462 -2.47522
C -0.75527 1.84647 2.57882
C -0.16983 1.77906 1.16431
O 0.58520 2.70332 0.85193
H -1.54347 2.60696 2.56966
H 0.03195 2.16792 3.26842
H -1.19182 0.90376 2.90963
Cl 3.28169 -1.96807 4.87629
C 1.65909 -2.45930 4.46316
C 0.99669 -3.30215 5.32911
C -0.29752 -3.71853 5.03691
C -0.91802 -3.27869 3.86544
C -0.25817 -2.43822 3.00249
C 1.06904 -1.98483 3.26309
C 1.67939 -1.13057 2.34696
H 1.49417 -3.63216 6.23166
H -0.81413 -4.38062 5.72001
H -1.92523 -3.59881 3.63085
H -0.73692 -2.09363 2.09195
H 1.10093 -0.86311 1.47461
H 2.67275 -0.73344 2.47840

Lowest unoccupied orbital energy (alpha / beta): 4.1 / 3.6 eV
ΔE to the lowest compared entry with this formula, charge and spin: 75.6 kJ/mol
Net charge: -2
Multiplicity: 6
Frontier orbital gap (alpha / beta): 5.149 / 4.943 eV
E_HOMO (alpha / beta): -1.1 / -1.3 eV

Charge distribution, natural (NBO) scheme, values in e: 1.4307, -0.5908, 0.3630, 0.3408, -0.6187, 0.2521, 0.2567, -0.7781, 0.3377, -0.6170, -0.7801, -0.6395, 0.2501, -0.6317, -0.6152, -0.9872, 0.1805, 0.2369, 0.1929, 0.1794, 0.2089, 0.2198, 0.1765, 0.1964, 0.2003, -0.7474, 0.0737, -0.6743, 0.2078, 0.1976, 0.2006, -0.0389, -0.0050, -0.2535, -0.2248, -0.2483, -0.0968, -0.1875, -0.2473, 0.2101, 0.1990, 0.2156, 0.2412, 0.2204, 0.1934

=====

[5]
Density functional theory data (ωB97M-V with the def2-TZVPD basis set) for a molecular structure, C18H18CuI2N3O3S.

Positions of all 46 atoms, in Å:
Cu -1.13159 0.62616 -2.15072
O -1.80250 -1.06598 -0.54434
C -0.83063 -1.77405 0.15151
C 1.13146 -1.60939 -2.06939
O 2.00623 -2.22702 -1.64051
O 0.36209 -0.95546 -2.66967
C -1.24445 -3.16355 0.49644
C -2.35365 -3.29299 1.33970
C -2.82382 -4.54491 1.69675
C -2.19172 -5.68597 1.21970
C -1.09106 -5.56706 0.38652
C -0.61770 -4.31265 0.02394
C -0.00861 -0.96995 1.01463
C -0.16659 0.42395 1.08584
C 0.62674 1.17229 1.93583
C 1.59413 0.55715 2.72013
C 1.76568 -0.82279 2.65013
C 0.97703 -1.58178 1.81006
H -2.37780 -1.72135 -0.96167
H -2.83344 -2.40160 1.72671
H -3.67792 -4.63024 2.35522
H -2.55531 -6.66513 1.50083
H -0.59415 -6.45260 0.01357
H 0.24762 -4.24263 -0.61917
H -0.92617 0.92033 0.49693
H 0.47568 2.24241 1.99231
H 2.20693 1.14517 3.39055
H 2.51556 -1.30627 3.26182
H 1.11045 -2.65482 1.76002
I -3.60254 1.03745 -2.74115
I -3.56309 3.64879 -2.25159
C 2.30997 4.67620 0.93073
C 1.01410 4.96115 0.16700
C 0.79773 3.99467 -0.94915
N -0.03923 3.02382 -0.92297
N -0.00447 2.25163 -2.06080
C 0.87868 2.65822 -2.93724
N 1.07090 2.07063 -4.13662
S 1.74059 4.05654 -2.42380
H 2.42424 5.38109 1.75240
H 3.18051 4.77451 0.28101
H 2.30512 3.66501 1.33718
H 1.03082 5.97805 -0.22954
H 0.14763 4.88185 0.82381
H 0.66654 1.16397 -4.30184
H 1.85004 2.33714 -4.71110

Lowest unoccupied orbital energy (alpha / beta): -4.7 / -4.7 eV
ΔE to the lowest compared entry with this formula, charge and spin: 0.0 kJ/mol
Net charge: +1
Multiplicity: 2
Frontier orbital gap (alpha / beta): 5.029 / 6.963 eV
E_HOMO (alpha / beta): -9.8 / -11.7 eV

Charge distribution, natural (NBO) scheme, values in e: 0.8001, -0.7322, 0.3051, 1.0652, -0.4464, -0.6153, -0.1781, -0.1930, -0.1996, -0.1887, -0.2193, -0.1428, -0.1696, -0.2066, -0.2054, -0.1999, -0.2190, -0.1285, 0.5050, 0.2215, 0.2266, 0.2269, 0.2249, 0.2072, 0.2167, 0.2159, 0.2212, 0.2252, 0.2157, 0.0153, 0.0873, -0.5981, -0.4549, 0.0842, -0.2587, -0.5172, 0.2459, -0.7831, 0.3857, 0.2305, 0.2114, 0.2151, 0.2309, 0.2427, 0.4121, 0.4179